Below is C3H4KO3 as an isolated structure in a non-equilibrium geometry, with properties calculated with ωB97M-V with the def2-TZVPD basis set.

```
11
Properties=species:S:1:pos:R:3:nbo_charge:R:1
H -1.722 1.001 -0.566 0.12
H -1.963 -1.380 -0.701 0.18
O 0.170 -0.983 -0.546 -0.55
H -4.082 1.831 4.518 -0.84
C 0.788 0.066 -0.018 0.96
K -3.010 1.032 2.605 0.79
O 1.994 0.224 -0.038 -0.67
C -1.244 -0.981 0.022 -0.14
O -0.051 0.865 0.632 -0.54
H -1.154 -1.694 0.857 0.15
C -1.465 0.453 0.358 -0.46
```

2S+1: 1
Net charge: -1
Gap between HOMO and LUMO, eV: 5.610
Lowest unoccupied orbital energy, hartree: 0.0927
Relative energy (zero: lowest compared OMol25 entry of this formula, charge and spin), kJ/mol: 121.0

***

Below is C12H52Ba2N2O12 as an isolated structure in a non-equilibrium geometry, with properties calculated with ωB97M-V with the def2-TZVPD basis set.

```
80
Properties=species:S:1:pos:R:3:mulliken_charge:R:1
H 0.939 1.744 5.592 0.33
O 5.189 2.312 1.708 -0.50
H -1.914 0.036 -3.158 0.07
H -3.361 -0.102 -3.922 0.42
H -5.025 -0.328 -0.316 0.33
H 1.143 1.380 -2.797 0.55
H 1.200 3.467 1.609 0.01
H 4.059 0.728 1.892 0.14
H -1.973 -0.004 -4.797 0.19
N -2.388 -0.370 -3.952 0.00
C 2.727 2.494 -2.496 -0.71
H -0.006 -0.543 4.711 0.45
H -1.983 1.041 2.170 0.08
H 0.242 -1.657 2.955 -0.30
H 0.933 2.927 4.352 0.22
H 3.172 2.060 2.153 -0.14
O 0.843 -4.566 1.114 -0.59
H -3.015 0.433 -0.838 0.23
H 2.501 -4.037 1.291 0.49
O 3.384 -3.673 1.198 -0.53
H -0.021 -1.651 -3.839 -0.04
H 0.558 -0.435 -1.729 0.61
C 0.511 -2.174 3.876 -0.06
H 2.256 3.192 -1.803 0.23
H 2.241 -2.141 0.326 -0.23
H -0.484 -0.517 -5.886 0.21
O -0.714 1.083 -2.144 -1.14
O -0.201 -1.432 -5.812 -0.44
H 3.893 -2.484 -0.404 0.30
C -0.066 -3.791 0.355 -0.44
O 0.012 1.131 3.952 -0.65
H 1.329 0.930 -0.017 -0.23
H -3.175 0.327 3.057 0.40
H 0.485 -3.448 -0.521 0.24
H 1.417 -2.414 -4.594 0.38
H -2.205 -1.362 -3.896 0.22
H 5.030 3.223 1.450 0.31
H 1.554 5.263 1.505 0.34
H -0.810 5.164 2.247 0.28
Ba -0.593 2.927 -4.324 1.84
C 0.346 0.511 0.203 0.39
H 1.311 -0.766 -4.573 0.24
H 0.911 4.414 2.961 0.22
H -2.206 1.510 3.729 0.36
C -4.911 0.756 -0.291 -0.81
H -5.513 1.045 -1.153 0.32
H 3.398 3.109 -3.095 0.43
C -0.276 0.103 -1.278 -0.63
O -3.545 1.075 -0.361 -0.27
H -3.166 1.993 2.536 0.36
N -2.673 1.188 2.894 -0.09
H 3.244 1.806 -1.828 0.22
C 0.662 -1.634 -4.689 -0.25
H -3.185 -4.474 -2.381 0.45
H 1.565 -2.401 4.037 0.31
H 3.600 -1.662 1.126 0.12
H 0.418 -4.891 1.911 0.30
C 3.265 -2.479 0.487 -0.10
O 1.805 1.832 -3.326 -0.55
O -0.439 1.322 1.083 -0.82
H -5.458 1.218 0.531 0.33
O -3.858 -2.761 -3.298 -0.56
H 3.803 1.847 0.448 -0.18
H -0.029 -3.115 3.771 0.27
H 0.114 1.163 2.998 0.32
H -3.916 -3.244 -4.125 0.33
H -1.066 -0.636 -1.141 0.03
H -2.762 -3.031 -1.598 0.11
C 1.070 1.858 4.516 -0.74
H 2.080 1.522 4.279 0.30
Ba -1.614 3.285 -0.405 1.83
C 4.000 1.749 1.515 0.34
H -1.896 -3.414 -3.144 0.33
O -0.390 4.775 1.477 -0.47
O 0.048 -1.469 4.960 -0.58
H -0.823 -4.490 0.001 0.35
H 0.695 -0.405 0.680 -0.22
C 0.893 4.479 1.873 -0.33
C -2.838 -3.464 -2.596 -0.62
H -0.350 -2.954 0.994 0.11
```

2S+1: 1
Net charge: +4
Gap between HOMO and LUMO, eV: 2.524
Lowest unoccupied orbital energy, hartree: -0.5194

***

Below is a 2-piece molecular cluster, C15H27B2F2I2N4O9 overall in a non-equilibrium geometry, with properties calculated with ωB97M-V with the def2-TZVPD basis set.

```
61
Properties=species:S:1:pos:R:3:nbo_charge:R:1
H -0.271 -2.122 0.495 0.24
O -1.029 4.927 -0.804 -0.48
C -0.167 2.033 -2.570 -0.61
C -0.784 0.652 -0.575 0.82
C -4.003 -2.256 -2.594 -0.06
N -1.721 -0.274 -0.213 -0.75
O -0.908 0.266 -4.335 -0.92
O 3.926 0.313 2.882 -0.50
H -2.516 -2.585 1.291 0.17
B 0.113 0.883 -3.662 1.15
O -3.528 -0.758 1.402 -0.75
H -4.334 -3.290 -2.648 0.18
C -2.675 -0.604 -1.356 -0.22
H -2.364 -1.745 2.829 0.19
N 0.428 0.582 -0.118 -0.51
H 0.791 2.416 -2.193 0.18
H -3.634 -2.355 -0.512 0.21
I 0.632 0.004 2.827 0.18
I 1.388 -2.152 -1.636 0.14
O -3.103 3.094 -2.745 -0.49
C -3.076 -2.061 -1.394 -0.44
O -2.270 1.239 1.668 -0.92
H 6.472 1.333 1.843 0.25
H 6.240 -0.876 3.936 0.22
C -3.049 -1.968 2.015 -0.25
H 4.328 0.193 4.908 0.21
N -1.756 2.747 -0.878 -0.40
H -3.073 1.751 1.822 0.52
H -2.210 -2.706 -1.541 0.22
C 4.743 0.669 4.024 -0.07
H 2.023 1.181 -3.719 0.50
O -5.147 -1.404 -2.501 -0.73
H 4.697 1.752 4.150 0.19
F -3.774 3.693 -0.723 -0.29
H -0.624 2.867 -3.101 0.27
H 6.765 -0.410 1.644 0.25
H 1.060 1.310 -0.425 0.44
H 2.104 -0.253 0.686 0.29
H -1.376 0.850 -4.940 0.52
C 0.774 -1.868 0.392 -0.36
O 1.391 0.476 -3.900 -0.86
H -3.501 -1.978 -3.517 0.18
H -2.229 -0.350 -2.310 0.24
C 6.158 0.334 2.152 -0.53
C 1.597 -2.804 1.290 -0.64
H -5.853 -1.868 -2.044 0.48
N -1.118 1.662 -1.512 -0.30
C -0.941 3.808 -0.443 0.96
C 4.700 0.165 1.791 0.81
H 1.810 -3.741 0.793 0.24
C -2.910 3.187 -1.586 0.99
B -2.529 0.077 0.994 1.30
F -0.038 3.379 0.422 -0.31
O 4.223 -0.044 0.707 -0.61
H 1.020 -3.010 2.189 0.23
H 6.927 0.726 4.188 0.24
C 1.032 -0.418 0.764 -0.21
H -3.905 -2.526 2.370 0.21
H 2.512 -2.319 1.619 0.22
H -3.577 -0.002 -1.271 0.22
C 6.142 0.177 3.674 -0.43
```

2S+1: 1
Net charge: +1
Gap between HOMO and LUMO, eV: 8.541
Lowest unoccupied orbital energy, hartree: -0.1339

***

Below is one molecule with the formula C2H4FPS in a non-equilibrium geometry, with properties calculated with ωB97M-V with the def2-TZVPD basis set.

```
9
Properties=species:S:1:pos:R:3:nbo_charge:R:1
C 0.181 -0.011 0.069 -0.48
F -1.805 1.606 1.697 -0.49
H 1.008 -1.499 -1.285 0.22
P -0.641 -1.158 1.173 0.41
S -1.471 0.236 2.550 0.32
H -0.032 1.156 0.152 0.24
H 0.104 -0.044 -1.865 0.23
C 0.849 -0.396 -1.215 -0.67
H 1.807 0.110 -1.276 0.23
```

2S+1: 1
Gap between HOMO and LUMO, eV: 8.000
Lowest unoccupied orbital energy, hartree: -0.0182
SMILES: C/C=P/SF
Relative energy (zero: lowest compared OMol25 entry of this formula, charge and spin), kJ/mol: 66.6